Entry 1:
{"formula": "C20H27N5O3S", "method": "ωB97M-V/def2-TZVPD", "gap_ev": 8.37, "de_lowest_ev": 1.5436, "smiles": "CCOC(=O)C1CCN(C(=O)C2CCN(c3nnc(-n4cccc4)s3)CC2)CC1", "e_tot_ev": -45606.912, "symbols": ["C", "C", "O", "C", "O", "C", "C", "C", "N", "C", "O", "C", "C", "C", "N", "C", "N", "N", "C", "N", "C", "C", "C", "C", "S", "C", "C", "C", "C", "H", "H", "H", "H", "H", "H", "H", "H", "H", "H", "H", "H", "H", "H", "H", "H", "H", "H", "H", "H", "H", "H", "H", "H", "H", "H", "H"], "xyz": [[-4.0568, 0.6655, -4.9233], [-4.3534, 1.6496, -3.8015], [-3.1490, 2.1065, -3.1810], [-2.5141, 3.1298, -3.7553], [-2.9009, 3.7045, -4.7379], [-1.2437, 3.4809, -2.9999], [-0.2969, 2.2771, -2.9673], [0.9439, 2.6017, -2.1301], [0.5626, 2.9986, -0.7954], [0.8084, 2.3730, 0.3803], [0.3865, 2.8309, 1.4282], [1.6383, 1.0892, 0.3370], [0.7801, -0.0946, -0.1388], [-0.2631, -0.4540, 0.9191], [0.3949, -0.7920, 2.1631], [0.7255, -2.0737, 2.3744], [0.2904, -3.0696, 1.6703], [0.6639, -4.2603, 2.1237], [1.3993, -4.2237, 3.1729], [1.8989, -5.3208, 3.8103], [1.6788, -6.6169, 3.4176], [2.3273, -7.4400, 4.2866], [2.9689, -6.6213, 5.2485], [2.6878, -5.3274, 4.9302], [1.7294, -2.5762, 3.7524], [1.1615, 0.3027, 2.7104], [2.2313, 0.7678, 1.7176], [-0.2809, 4.1795, -0.7961], [-1.5716, 3.9064, -1.5645], [-3.4749, -0.1724, -4.5467], [-3.4964, 1.1606, -5.7127], [-4.9895, 0.2925, -5.3357], [-4.9228, 1.1748, -2.9999], [-4.9008, 2.5144, -4.1894], [-0.7693, 4.3119, -3.5313], [-0.8268, 1.4284, -2.5314], [0.0096, 2.0105, -3.9801], [1.4784, 3.4406, -2.5949], [1.6121, 1.7436, -2.1122], [2.4749, 1.2385, -0.3532], [0.2789, 0.1340, -1.0783], [1.4232, -0.9632, -0.2995], [-0.8555, -1.3120, 0.6009], [-0.9177, 0.4003, 1.1125], [1.0788, -6.8205, 2.5547], [2.3486, -8.5110, 4.2509], [3.5645, -6.9570, 6.0738], [2.9798, -4.4104, 5.4035], [1.6258, -0.0089, 3.6479], [0.4763, 1.1298, 2.9096], [2.7232, 1.6531, 2.1210], [2.9785, -0.0211, 1.5986], [0.2667, 5.0064, -1.2619], [-0.4967, 4.4333, 0.2426], [-2.1253, 3.1064, -1.0704], [-2.1907, 4.8041, -1.5699]]}

---

Entry 2:
{"formula": "C5H7NO4", "method": "ωB97M-V/def2-TZVPD", "gap_ev": 9.40, "de_lowest_ev": 1.0188, "smiles": "N[C@]1(C=O)[C@H](C(=O)O)[C@@H]1O", "e_tot_ev": -14977.163, "symbols": ["N", "C", "C", "O", "C", "C", "O", "O", "C", "O", "H", "H", "H", "H", "H", "H", "H"], "xyz": [[3.5835, 0.0974, -1.5641], [4.3911, -0.8837, -0.9400], [5.8645, -0.8846, -1.1744], [6.4506, 0.0536, -1.6592], [3.7183, -2.2853, -0.9478], [2.4167, -2.3180, -1.6905], [2.2454, -3.0531, -2.6383], [1.3445, -1.5569, -1.2187], [3.9087, -1.5293, 0.3331], [2.8405, -0.8945, 0.9462], [3.8951, 0.4319, -2.4680], [3.0684, 0.7859, -0.9360], [6.4138, -1.7705, -0.7852], [4.3679, -3.1356, -1.1528], [1.5562, -1.2007, -0.3341], [4.6619, -1.9235, 1.0190], [2.5492, -1.4110, 1.7049]]}

---

Entry 3:
{"formula": "C7H15N3O2", "method": "ωB97M-V/def2-TZVPD", "gap_ev": 8.92, "de_lowest_ev": 2.6551, "e_tot_ev": -16064.447, "symbols": ["C", "C", "C", "C", "C", "C", "C", "N", "N", "N", "O", "O", "H", "H", "H", "H", "H", "H", "H", "H", "H", "H", "H", "H", "H", "H", "H"], "xyz": [[1.0566, -0.8482, -2.5531], [-0.0958, 1.9465, 1.8372], [1.2257, 1.1757, 1.8278], [-0.6582, 1.9963, 0.3682], [1.1938, -0.1231, 1.2127], [-0.8519, 0.4928, -0.0792], [-0.5468, -2.3003, -0.7772], [-1.8143, -1.6735, -1.1197], [0.5592, -1.4554, -0.7033], [0.4696, -0.1333, -0.0793], [1.3071, 0.2869, -2.4380], [0.9394, -1.7198, -3.2686], [-0.8512, 1.4224, 2.4596], [0.0360, 3.0212, 2.0596], [1.7677, 1.9660, 1.2100], [1.6897, 1.0581, 2.7798], [-1.5970, 2.5052, 0.2222], [0.0460, 2.4129, -0.2508], [2.1871, -0.4614, 1.1705], [0.6849, -0.8087, 2.0115], [-1.5765, -0.2030, 0.5256], [-1.2995, 0.4168, -1.0879], [-0.0905, -2.9501, -1.6446], [-0.5843, -2.8635, 0.1663], [-2.6227, -2.2983, -1.1657], [-1.7063, -1.2657, -2.0450], [1.1321, 0.4034, -0.6385]]}

---

Entry 4:
{"formula": "C39H57BN5P2PtS", "method": "ωB97M-V/def2-TZVPD", "gap_ev": [5.55, 6.85], "de_lowest_ev": 0.7340, "multiplicity": 3, "total_charge": 1, "s_squared": 2.01, "e_tot_ev": -82151.519, "symbols": ["Pt", "C", "C", "C", "C", "P", "C", "N", "B", "N", "C", "P", "C", "C", "C", "C", "C", "C", "C", "C", "C", "C", "C", "C", "C", "C", "C", "C", "C", "C", "H", "H", "H", "H", "H", "H", "H", "H", "H", "H", "H", "H", "H", "H", "H", "H", "H", "H", "H", "H", "H", "H", "H", "H", "H", "H", "H", "H", "H", "H", "H", "H", "H", "H", "H", "H", "H", "H", "H", "H", "H", "H", "H", "H", "S", "C", "C", "C", "N", "C", "C", "C", "C", "C", "N", "C", "C", "H", "H", "H", "H", "H", "H", "H", "H", "C", "C", "C", "N", "C", "C", "H", "H", "H", "H", "H"], "xyz": [[-0.0145, -0.5515, -0.9558], [3.2983, -0.1073, -2.9501], [3.8893, -0.3304, -1.5467], [4.1989, -1.8191, -1.3635], [5.1807, 0.4897, -1.4520], [2.5287, 0.1261, -0.3577], [2.3807, 1.9645, -0.6442], [0.9889, 2.3446, -0.7221], [-0.0460, 1.4738, -1.1996], [-1.2329, 2.2748, -1.2548], [-2.5169, 1.8042, -1.7264], [-2.6784, -0.0561, -1.5600], [-2.8617, -0.5964, -3.3496], [-2.8274, -2.1282, -3.4047], [-1.6412, -0.0773, -4.1283], [-4.1213, -0.0961, -4.0622], [-4.3361, -0.1931, -0.6690], [-4.0802, 0.3161, 0.7562], [-4.7390, -1.6669, -0.5652], [-5.5024, 0.5978, -1.2757], [-0.9420, 3.5481, -0.7545], [-1.7570, 4.6410, -0.5397], [-1.1881, 5.7842, 0.0231], [0.1625, 5.8285, 0.3393], [0.9931, 4.7317, 0.1079], [0.4301, 3.5916, -0.4280], [3.1175, -0.0284, 1.4334], [2.7236, -1.4321, 1.9069], [2.3857, 1.0320, 2.2677], [4.6147, 0.1652, 1.6773], [3.9325, -0.6027, -3.6884], [3.2577, 0.9489, -3.2132], [2.2872, -0.5035, -3.0436], [4.9050, -2.1394, -2.1326], [3.2992, -2.4309, -1.4570], [4.6508, -2.0292, -0.3957], [5.7848, 0.2821, -2.3385], [5.7812, 0.2341, -0.5859], [4.9955, 1.5640, -1.4365], [2.8703, 2.1746, -1.5997], [2.9220, 2.5291, 0.1174], [-2.6448, 2.0454, -2.7857], [-3.3247, 2.3074, -1.1934], [-1.8891, -2.5162, -3.0100], [-2.9109, -2.4478, -4.4461], [-3.6449, -2.5902, -2.8545], [-0.6976, -0.2370, -3.5982], [-1.7159, 0.9866, -4.3550], [-1.5907, -0.6116, -5.0793], [-5.0053, -0.6626, -3.7738], [-3.9895, -0.2305, -5.1381], [-4.3175, 0.9616, -3.8874], [-3.4155, -0.3555, 1.2994], [-5.0299, 0.3450, 1.2944], [-3.6580, 1.3209, 0.7869], [-3.9152, -2.2871, -0.2037], [-5.0802, -2.0670, -1.5186], [-5.5660, -1.7666, 0.1416], [-5.2372, 1.6147, -1.5604], [-6.2968, 0.6736, -0.5296], [-5.9252, 0.1062, -2.1468], [-2.8047, 4.6199, -0.8076], [-1.8086, 6.6501, 0.2030], [0.5819, 6.7296, 0.7636], [2.0489, 4.7803, 0.3387], [1.6585, -1.6145, 1.7754], [2.9625, -1.5388, 2.9677], [3.2610, -2.2078, 1.3632], [1.3567, 1.1818, 1.9550], [2.8846, 1.9984, 2.2107], [2.3831, 0.7248, 3.3169], [5.2227, -0.6171, 1.2278], [4.7931, 0.1332, 2.7556], [4.9663, 1.1328, 1.3184], [-1.5728, 0.0891, 5.5374], [-1.3346, -0.1047, 3.7836], [-1.0939, -1.3521, 3.2226], [-0.7686, -1.4295, 1.8837], [-0.6858, -0.3549, 1.0930], [-0.9881, 0.8364, 1.6170], [-1.3172, 1.0006, 2.9507], [0.1645, 0.1498, 5.9437], [0.8631, 1.3455, 5.8824], [2.2274, 1.3235, 6.1317], [2.9070, 0.2191, 6.4283], [2.2174, -0.9147, 6.5135], [0.8516, -1.0041, 6.2847], [-1.1231, -2.2468, 3.8282], [-0.5178, -2.3795, 1.4363], [-0.9379, 1.6842, 0.9598], [-1.5165, 1.9906, 3.3368], [0.3606, 2.2717, 5.6416], [2.8017, 2.2403, 6.0874], [2.7823, -1.8003, 6.7756], [0.3384, -1.9512, 6.3735], [0.4358, -5.4847, -2.3583], [1.1023, -4.4850, -3.0443], [0.9594, -3.1746, -2.6227], [0.2079, -2.8217, -1.5771], [-0.4481, -3.7951, -0.9344], [-0.3617, -5.1296, -1.2824], [0.5285, -6.5187, -2.6595], [1.7263, -4.7059, -3.8981], [1.4551, -2.3698, -3.1480], [-1.0886, -3.4804, -0.1217], [-0.9197, -5.8675, -0.7239]]}